86
Properties=species:S:1:pos:R:3:mulliken_charge:R:1 method="wB97M-V/def2-TZVPD" e_above_lowest_kj_mol=779.4 orbital_gap_ev=9.32 molar_mass_g_mol=534.6 total_charge=0 energy_ev=-61484.09107
C -2.279 -0.913 4.611 -0.41
C -2.871 0.230 4.342 0.13
O -3.728 1.366 4.042 -0.38
P -2.702 2.789 4.130 1.00
O -1.263 2.263 4.242 -0.61
O -3.058 3.690 2.736 -0.24
C -1.957 4.544 2.309 -0.54
C -1.759 4.245 0.702 -0.44
C -3.260 3.993 0.080 -0.41
C -3.271 4.241 -1.544 -0.55
C -3.326 2.840 -2.371 -0.90
C -1.970 1.945 -2.137 0.86
C -0.781 2.303 -3.174 -0.96
O -3.254 3.652 5.523 -0.37
P -4.345 2.673 6.473 0.59
N -4.859 3.457 7.796 -0.77
H -2.013 -1.999 4.905 0.38
H -0.972 4.408 2.882 0.40
H -2.216 5.683 2.385 0.26
H -1.098 3.293 0.621 0.17
H -1.281 5.125 0.140 0.34
H -3.656 2.937 0.301 0.15
H -4.001 4.744 0.558 0.39
H -4.226 4.858 -1.813 0.29
H -2.370 4.886 -1.894 0.27
H -3.502 3.072 -3.484 0.36
H -4.206 2.191 -1.971 0.30
H -1.625 2.035 -1.041 -0.62
H -2.295 0.837 -2.288 0.18
H -0.323 1.300 -3.546 0.27
H -1.187 2.912 -4.071 0.22
H 0.023 2.945 -2.646 0.20
H -5.504 2.286 5.675 0.08
H -3.591 1.520 6.876 0.12
H -5.892 3.509 7.737 0.24
C -0.383 -2.925 1.790 -1.44
C -0.153 -1.519 1.243 0.42
C -1.335 -0.978 0.410 -0.12
O -1.427 -1.523 -0.905 -0.33
C -2.044 -2.799 -0.970 -0.76
N 1.100 -1.505 0.475 -0.71
H -0.258 -3.699 1.029 0.27
H 0.337 -3.146 2.585 0.33
H -1.386 -3.023 2.215 0.30
H -0.032 -0.855 2.107 0.39
H -1.183 0.098 0.271 -0.19
H -2.288 -1.088 0.943 0.39
H -2.843 -2.909 -0.231 0.34
H -1.295 -3.583 -0.845 0.25
H -2.476 -2.915 -1.968 0.25
H 1.302 -0.545 0.199 0.28
H 0.916 -1.977 -0.413 0.32
C 4.286 1.536 -6.733 -1.37
C 3.112 2.288 -7.353 0.35
C 2.807 3.636 -6.664 -0.71
O 2.129 3.518 -5.415 -0.32
C 2.974 3.216 -4.316 -0.68
N 1.935 1.409 -7.365 -0.72
H 4.022 1.046 -5.792 0.27
H 4.634 0.751 -7.411 0.34
H 5.128 2.208 -6.543 0.34
H 3.384 2.508 -8.392 0.40
H 2.126 4.198 -7.313 0.33
H 3.710 4.249 -6.558 0.40
H 3.957 3.686 -4.409 0.35
H 3.074 2.134 -4.209 0.24
H 2.495 3.591 -3.407 0.22
H 1.184 1.876 -7.871 0.28
H 1.584 1.360 -6.406 0.29
C 4.568 -7.363 3.023 -1.39
C 3.995 -6.244 2.156 0.33
C 3.238 -5.165 2.960 -0.73
O 1.937 -5.557 3.392 -0.29
C 1.924 -6.352 4.567 -0.74
N 3.145 -6.837 1.114 -0.74
H 3.806 -8.075 3.348 0.28
H 5.314 -7.933 2.462 0.36
H 5.060 -6.958 3.913 0.34
H 4.843 -5.752 1.666 0.39
H 3.080 -4.305 2.299 0.36
H 3.834 -4.799 3.805 0.42
H 2.715 -6.069 5.266 0.34
H 2.005 -7.409 4.304 0.24
H 0.958 -6.211 5.061 0.24
H 2.848 -6.099 0.477 0.28
H 2.276 -7.131 1.564 0.33